Entry 1:
Below is a 16-piece molecular cluster, H32O16 overall in a non-equilibrium geometry, with properties calculated with ωB97M-V/def2-TZVPD.

Results
- frontier orbital gap (eV) = 8.7235
- E_HOMO (eV) = -9.31
- net charge = 0
- max |F| (hartree/bohr) = 0.0574

Geometry (Å):
O 3.789279 -0.486763 0.754647
H 4.666651 -0.323551 0.448057
H 3.114632 -0.461831 0.052755
O 2.205229 -0.170048 -1.465238
H 2.341560 -1.118660 -1.756742
H 2.308530 0.459654 -2.187275
O -0.471555 -2.620286 -1.763582
H 0.481327 -2.480786 -1.791522
H -0.500904 -3.572571 -1.766498
O -3.451581 0.111572 0.599837
H -2.944449 0.798943 1.068504
H -2.838924 -0.645185 0.444004
O -0.184339 -0.281845 -0.042396
H 0.601712 0.063682 -0.493479
H -0.271320 0.323458 0.693749
O 1.559420 1.541342 1.296612
H 0.908755 2.191010 1.005077
H 2.310776 1.794933 0.745920
O 0.603552 -2.919878 1.083835
H 1.235932 -2.676250 1.714489
H 0.421098 -2.127101 0.570545
O -1.373891 -1.277693 2.694600
H -1.450704 -2.117355 2.228562
H -0.435286 -1.016505 2.619776
O -2.550313 -2.337898 0.049177
H -3.292511 -2.863700 -0.208035
H -1.871632 -2.624227 -0.528675
O 0.101751 2.033131 4.006895
H 0.789850 2.709638 3.920101
H -0.156251 1.853586 3.098456
O -2.207388 0.567791 -2.303875
H -1.784082 -0.141123 -1.840526
H -2.413947 0.268498 -3.206048
O 0.402258 -0.818731 -3.971778
H 0.264215 -1.618700 -3.456660
H 0.350776 -0.090773 -3.350323
O 0.061705 1.694432 -3.020234
H -0.196262 2.466504 -3.541470
H -0.778170 1.293425 -2.724697
O -1.403950 1.920517 1.610454
H -1.887517 2.370283 2.364432
H -1.419427 2.579262 0.914459
O 1.407323 -0.443055 3.026451
H 2.032503 -1.183060 2.913972
H 1.548192 0.212175 2.376101
O -0.100374 3.120049 -0.611108
H -0.093620 2.403865 -1.214850
H 0.571372 3.639825 -1.056457

Forces on atoms 1 to 2 (eV/Å):
O -1.24 -0.36 1.04
H 0.54 0.13 -0.76

***

Entry 2:
Below is a 16-piece molecular cluster, H32O16 overall in a non-equilibrium geometry, with properties calculated with ωB97M-V/def2-TZVPD.

Results
- frontier orbital gap (eV) = 10.2625
- E_HOMO (eV) = -10.55
- net charge = 0
- max |F| (hartree/bohr) = 0.0542

Geometry (Å):
O 2.325004 -2.573783 0.369938
H 2.385747 -3.503714 0.507068
H 1.495145 -2.390646 0.797171
O 3.180020 -0.355383 2.040451
H 2.310892 -0.589849 1.792895
H 3.615495 -1.184612 1.794086
O 2.752124 -0.789803 -1.534586
H 2.356544 -1.425999 -0.949353
H 2.617843 -1.067065 -2.419067
O 0.475689 -1.133382 1.931523
H -0.088931 -1.520005 2.623622
H -0.204371 -0.739630 1.344055
O -1.338853 1.045371 1.963671
H -1.217951 1.832143 1.474940
H -0.926506 1.209022 2.840665
O -2.592466 -1.487996 -2.396205
H -2.703256 -0.709411 -1.861388
H -2.218880 -1.157267 -3.239247
O -3.023436 0.439039 -0.593825
H -3.422252 -0.216138 -0.028771
H -3.680513 0.739715 -1.195843
O -2.785450 -1.326740 1.758958
H -2.491415 -0.403051 1.718098
H -2.188770 -1.874911 1.289028
O 1.120418 2.112123 3.212835
H 1.582999 2.899174 3.387407
H 1.426681 1.840524 2.340509
O -1.318345 3.330066 0.541459
H -0.642225 3.846027 0.965633
H -1.065674 3.075987 -0.360312
O 1.715729 1.546209 0.659201
H 2.580207 1.153147 0.750791
H 1.824404 2.435888 0.360224
O -0.660303 2.575750 -2.033867
H -0.235979 3.350676 -2.326648
H -0.744392 1.961824 -2.719381
O -0.078552 -0.164905 -0.398497
H 0.628446 0.402655 -0.057690
H -0.861332 0.415020 -0.469041
O 1.780231 1.394410 -2.555658
H 1.080404 1.871165 -2.109549
H 1.860218 0.452000 -2.272015
O -1.322959 -2.796689 0.179500
H -2.025757 -3.421614 0.001297
H -0.868808 -2.727051 -0.631315
O 0.073879 -2.420542 -2.034939
H 0.057022 -1.543967 -1.661617
H -0.537763 -2.403781 -2.796213

Forces on atoms 1 to 2 (eV/Å):
O 0.43 0.25 -0.11
H 0.45 -1.23 -0.22

***

Entry 3:
Below is a 17-piece molecular cluster, H34O17 overall in a non-equilibrium geometry, with properties calculated with ωB97M-V/def2-TZVPD.

Results
- frontier orbital gap (eV) = 10.3014
- E_HOMO (eV) = -10.85
- net charge = 0
- max |F| (hartree/bohr) = 0.0521

Geometry (Å):
O -1.795159 2.369175 3.986199
H -1.076990 2.145112 3.399951
H -1.724396 3.304976 4.170495
O 1.601876 -0.479612 1.264791
H 0.713455 -0.333691 1.606492
H 2.142127 -0.012827 1.918391
O 0.693004 4.365680 0.357769
H 1.391778 5.014335 0.279335
H 0.936768 3.546935 -0.141553
O -2.162275 0.018934 -3.920367
H -2.138329 -0.947336 -3.900213
H -2.989276 0.063869 -3.426729
O -4.090679 -2.217072 -2.681565
H -4.969710 -2.255358 -2.274226
H -3.630850 -2.360342 -1.837635
O 0.230324 3.845526 2.903815
H 0.290212 3.190647 2.210449
H 0.075931 4.681769 2.461071
O -3.520498 -0.062947 3.780101
H -4.153402 -0.779614 3.676824
H -2.701378 -0.429505 3.436924
O 1.980531 -2.108560 3.783889
H 1.803981 -1.487773 3.065217
H 2.245314 -1.551805 4.519126
O 2.165274 -3.671279 -0.887541
H 1.534092 -2.950050 -0.866954
H 1.848751 -4.569949 -0.826229
O -2.368620 -2.490989 0.769627
H -2.003254 -1.663238 1.083927
H -1.662870 -2.935698 0.295625
O 4.411620 -1.882992 0.278932
H 3.678398 -2.447652 -0.003511
H 4.948004 -1.808072 -0.515493
O 2.235485 -2.301467 -4.106766
H 2.084161 -2.641838 -3.211874
H 2.746125 -3.021811 -4.471359
O 0.019659 -1.546272 -0.535295
H 0.794102 -0.988203 -0.692814
H -0.699906 -1.101732 -0.998831
O -3.287993 2.799571 -2.043339
H -2.645438 3.532007 -1.942658
H -2.548226 2.371190 -2.526379
O 1.925976 2.342737 -0.678770
H 2.148668 2.000107 0.186379
H 1.619661 1.671829 -1.293360
O 2.127903 -0.229441 -2.098846
H 1.445185 -0.063053 -2.755330
H 2.862382 -0.618981 -2.586398
O -0.605807 1.630590 0.375663
H -1.230840 2.304518 0.658650
H -0.694850 0.759653 0.754388

Forces on atoms 1 to 2 (eV/Å):
O -0.89 -0.80 0.35
H 0.25 0.48 0.07

***

Entry 4:
Below is a 17-piece molecular cluster, H34O17 overall in a non-equilibrium geometry, with properties calculated with ωB97M-V/def2-TZVPD.

Results
- frontier orbital gap (alpha / beta) (eV) = 9.2510 / 2.5935
- E_HOMO (alpha / beta) (eV) = -13.03 / -13.03
- net charge = +1
- max |F| (hartree/bohr) = 0.0495
- multiplicity = 2

Geometry (Å):
O -1.753293 -1.111479 -1.046007
H -1.699622 -0.562756 -0.229049
H -1.989496 -1.921822 -0.523199
O 2.716825 3.749314 3.257700
H 3.117737 4.073957 2.457978
H 3.256971 3.205408 3.823591
O -1.347469 2.176979 -4.632101
H -0.574284 1.719805 -5.001729
H -1.277890 1.814664 -3.731764
O 0.499150 -2.567967 1.247675
H 0.079830 -1.845406 0.755463
H 0.286966 -3.428144 0.858821
O -0.913758 0.852490 0.459338
H -0.427186 1.367083 1.094251
H -1.611224 1.371180 0.030930
O 2.927905 -5.290412 0.490445
H 2.453903 -5.515555 1.305340
H 2.419604 -5.645819 -0.236612
O -0.383792 1.440476 3.660041
H -0.354369 1.086317 2.782009
H 0.411775 1.634670 4.153096
O 2.113753 1.511282 -1.914122
H 2.213365 1.702635 -0.974164
H 1.245828 1.033462 -1.958196
O -3.985931 3.116827 -2.852697
H -4.406620 2.359201 -3.305761
H -3.078481 2.998990 -3.201649
O -0.093391 2.753450 -2.395639
H 0.065061 3.700205 -2.209111
H 0.710697 2.506696 -2.927877
O 0.478534 -0.346178 -3.146308
H 1.144176 -0.887401 -3.693686
H -0.026304 -0.858493 -2.496153
O 3.706278 -2.106101 -1.085685
H 4.232664 -2.868395 -0.827574
H 2.934205 -2.082705 -0.514926
O -3.372701 -0.718474 4.398812
H -2.974177 -0.211700 5.117473
H -3.846313 -0.063245 3.889375
O 0.438207 -4.359815 3.251878
H 0.918129 -4.227557 4.069296
H 0.098486 -3.528052 2.919770
O 4.835995 2.509353 0.297632
H 5.357337 2.318195 -0.514094
H 4.173613 2.989608 -0.246800
O -2.940790 1.799468 -0.939983
H -3.409884 2.518651 -1.401331
H -3.179050 0.959445 -1.343651
O -2.819910 -3.266491 0.805504
H -3.758460 -3.477959 0.746329
H -2.851883 -3.090971 1.753494

Forces on atoms 1 to 2 (eV/Å):
O -0.24 -0.78 1.78
H 0.41 0.32 -0.93

***

Short version: relative energy (zero: lowest compared OMol25 entry of this formula, charge and spin) = 468.1 412.7 330.3 55.0 kJ/mol, in the order given.